# 1
Entry from the OMol25 dataset: a 3-piece molecular cluster, C27H53Br2ClF3N3O9S overall in a non-equilibrium geometry (wB97M-V/def2-TZVPD).

Last column: Mulliken charge in e.
Element x y z (Å)
C1 0.001 -2.898 -4.712  -0.973
C2 -1.407 -2.386 -4.511  1.156
C3 -2.443 -3.386 -4.103  -1.584
N1 -1.786 -1.194 -4.736  -0.486
C4 -1.078 -0.046 -4.472  1.249
Cl1 0.389 0.255 -5.522  -0.178
O1 -1.962 1.068 -4.811  -0.413
S1 -1.671 2.364 -3.949  1.085
O2 -1.026 3.361 -4.710  -0.624
O3 -2.820 2.677 -3.186  -0.567
O4 -0.543 1.679 -3.026  -0.473
C5 -0.801 0.278 -2.956  -0.621
C6 0.340 -0.400 -2.217  0.759
C7 1.760 -0.035 -2.644  -1.583
C8 2.799 -0.277 -1.567  0.166
F1 4.036 -0.199 -2.138  -0.290
Br1 2.664 1.110 -0.200  -0.031
C9 2.775 -1.647 -0.841  0.590
F2 1.790 -1.706 0.066  -0.125
F3 3.937 -1.809 -0.188  -0.254
Br2 2.606 -3.134 -2.067  -0.089
O5 -2.006 -0.041 -2.351  -0.595
C10 -2.220 0.487 -1.032  -1.589
C11 -2.235 -0.614 0.019  1.964
C12 -3.261 -1.706 -0.304  -1.460
C13 -2.438 -0.066 1.445  1.221
C14 -1.115 0.324 2.112  -1.732
C15 -3.406 1.118 1.530  -1.695
H1 0.310 -2.606 -5.716  0.353
H2 0.728 -2.457 -4.032  0.017
H3 0.026 -3.983 -4.649  0.393
H4 -2.313 -4.332 -4.631  0.461
H5 -2.335 -3.549 -3.028  0.285
H6 -3.439 -3.011 -4.328  0.377
H7 0.180 -1.478 -2.258  0.393
H8 0.219 -0.091 -1.177  0.346
H9 2.073 -0.608 -3.519  0.450
H10 1.832 1.012 -2.935  0.659
H11 -1.484 1.256 -0.782  0.423
H12 -3.184 0.994 -1.059  0.631
H13 -1.250 -1.094 0.021  -0.394
H14 -4.245 -1.479 0.110  0.107
H15 -2.935 -2.646 0.148  0.435
H16 -3.331 -1.887 -1.377  0.235
H17 -2.868 -0.862 2.060  -0.159
H18 -1.300 0.510 3.174  0.520
H19 -0.713 1.260 1.713  0.280
H20 -0.371 -0.474 2.060  0.344
H21 -3.730 1.280 2.558  0.295
H22 -2.935 2.035 1.164  0.423
H23 -4.292 0.962 0.908  0.343
C16 -5.820 -2.486 8.185  -0.713
O6 -6.678 -3.010 7.193  -0.344
C17 -7.797 -2.189 6.885  -0.792
C18 -7.691 -1.628 5.484  -0.157
N2 -6.621 -0.644 5.394  -0.297
C19 -6.309 -0.209 4.038  -0.983
C20 -5.765 -1.244 3.061  -0.235
O7 -4.475 -1.731 3.387  -0.360
C21 -4.443 -2.819 4.293  -0.738
H24 -5.093 -3.259 8.424  0.241
H25 -5.284 -1.594 7.842  0.296
H26 -6.373 -2.232 9.095  0.347
H27 -7.901 -1.382 7.617  0.412
H28 -8.691 -2.815 6.947  0.402
H29 -8.638 -1.148 5.220  0.345
H30 -7.544 -2.477 4.801  0.184
H31 -5.786 -1.035 5.810  0.077
H32 -5.568 0.591 4.118  0.438
H33 -7.208 0.237 3.601  0.385
H34 -5.660 -0.750 2.091  0.149
H35 -6.457 -2.081 2.912  0.431
H36 -5.324 -3.457 4.188  0.328
H37 -4.364 -2.487 5.332  0.215
H38 -3.553 -3.407 4.064  0.341
C22 5.528 4.196 -2.367  -0.694
O8 5.910 3.209 -1.432  -0.331
C23 6.138 1.920 -1.993  -0.610
C24 7.604 1.554 -1.918  -0.157
N3 8.399 2.368 -2.827  -0.334
C25 9.841 2.230 -2.663  -0.726
C26 10.459 2.674 -1.342  -0.456
O9 10.392 4.068 -1.111  -0.427
C27 9.201 4.533 -0.508  -0.529
H39 5.253 5.086 -1.803  0.251
H40 6.341 4.455 -3.055  0.323
H41 4.663 3.874 -2.956  0.268
H42 5.776 1.872 -3.025  0.393
H43 5.562 1.206 -1.410  0.176
H44 7.723 0.500 -2.190  0.380
H45 7.916 1.669 -0.870  0.162
H46 8.150 3.340 -2.693  0.091
H47 10.316 2.810 -3.458  0.371
H48 10.110 1.181 -2.834  0.402
H49 11.524 2.430 -1.383  0.356
H50 10.044 2.127 -0.486  0.334
H51 8.773 3.788 0.168  0.277
H52 8.445 4.814 -1.248  0.167
H53 9.452 5.425 0.067  0.300

Summary:
molecular weight	848.06	g/mol
highest occupied orbital energy	-8.6	eV
SMILES	CC(C)=N[C@@]1(Cl)OS(=O)(=O)O[C@@]1(CC[C@@](F)(Br)C(F)(F)Br)OC[C@H](C)C(C)C.COCCNCCOC.COCCNCCOC
max |F|	1.603	eV/A
orbital gap	8.58	eV


# 2
Entry from the OMol25 dataset: a 10-piece molecular cluster, C27H53Cl6FN6O6 overall in a non-equilibrium geometry (wB97M-V/def2-TZVPD).

Last column: Mulliken charge in e.
Element x y z (Å)
F1 -2.421 4.658 -0.377  -0.280
C1 -2.342 4.583 -1.738  0.329
C2 -2.102 3.462 -2.412  -0.333
C3 -1.977 3.403 -3.751  -0.456
C4 -2.096 4.593 -4.477  -0.364
C5 -2.228 5.827 -3.772  -0.464
C6 -2.502 5.813 -2.384  -0.382
H1 -2.012 2.500 -1.930  0.427
H2 -1.959 2.497 -4.338  0.408
H3 -2.165 4.585 -5.555  0.353
H4 -2.210 6.748 -4.336  0.351
H5 -2.701 6.725 -1.842  0.409
C7 -8.093 2.046 1.981  -0.934
N1 -7.028 1.100 1.611  -0.136
C8 -5.844 1.039 2.226  0.752
C9 -4.801 0.060 1.580  -0.984
O1 -5.556 1.859 3.099  -0.665
H6 -7.842 2.576 2.899  0.331
H7 -8.991 1.460 2.175  0.313
H8 -8.458 2.586 1.107  0.288
H9 -7.061 0.682 0.692  0.213
H10 -5.174 -0.963 1.620  0.326
H11 -3.918 0.291 2.177  0.279
H12 -4.588 0.472 0.594  0.221
C10 5.769 -4.830 2.554  -0.761
N2 7.163 -4.342 2.319  -0.182
C11 7.595 -3.670 1.276  0.640
C12 9.120 -3.430 1.188  -0.861
O2 6.797 -3.268 0.407  -0.675
H13 5.790 -5.530 3.389  0.331
H14 5.408 -5.355 1.670  0.224
H15 5.223 -3.933 2.845  0.269
H16 7.855 -4.610 3.004  0.221
H17 9.425 -3.855 0.231  0.251
H18 9.624 -3.920 2.021  0.299
H19 9.295 -2.354 1.193  0.243
C13 -7.623 -3.383 -2.221  -0.856
N3 -6.848 -2.463 -3.034  -0.176
C14 -6.910 -1.184 -2.697  0.722
C15 -6.037 -0.309 -3.609  -0.978
O3 -7.530 -0.716 -1.782  -0.650
H20 -7.106 -3.587 -1.284  0.266
H21 -7.586 -4.336 -2.750  0.347
H22 -8.651 -3.038 -2.107  0.276
H23 -6.212 -2.790 -3.747  0.235
H24 -6.525 -0.005 -4.535  0.273
H25 -5.145 -0.851 -3.924  0.306
H26 -5.819 0.499 -2.911  0.233
C16 -0.185 2.538 4.593  -0.910
N4 0.770 3.008 5.548  -0.179
C17 1.009 2.462 6.652  0.728
C18 2.246 3.021 7.409  -1.034
O4 0.483 1.422 6.960  -0.653
H27 -1.205 2.510 4.975  0.290
H28 0.129 1.556 4.240  0.278
H29 -0.154 3.127 3.676  0.341
H30 1.451 3.626 5.129  0.279
H31 2.137 4.050 7.754  0.311
H32 3.049 3.113 6.678  0.254
H33 2.425 2.221 8.127  0.296
C19 7.035 5.739 1.455  -0.762
N5 5.718 5.410 2.047  -0.181
C20 5.310 4.116 2.332  0.647
C21 6.316 2.992 2.251  -1.078
O5 4.199 3.906 2.734  -0.623
H34 7.213 4.910 0.769  0.228
H35 7.699 5.587 2.305  0.268
H36 6.984 6.722 0.987  0.322
H37 5.041 6.141 2.214  0.253
H38 6.929 2.995 1.350  0.349
H39 5.836 2.014 2.268  0.265
H40 7.089 3.108 3.011  0.308
C22 2.153 -0.812 1.056  -0.843
N6 1.208 -0.829 -0.128  -0.257
C23 0.607 -1.932 -0.604  0.755
C24 -0.316 -1.790 -1.739  -0.864
O6 0.868 -3.037 -0.109  -0.685
H41 3.156 -0.723 0.638  0.316
H42 2.107 -1.793 1.530  0.316
H43 1.944 -0.082 1.838  0.260
H44 1.392 -0.077 -0.777  0.267
H45 -0.302 -2.697 -2.345  0.229
H46 -0.049 -0.904 -2.316  0.307
H47 -1.355 -1.636 -1.447  0.202
Cl1 -4.362 -6.652 -2.830  -0.181
C25 -3.132 -6.151 -1.549  -0.112
Cl2 -3.890 -5.355 -0.115  -0.127
H48 -2.523 -7.039 -1.377  0.310
H49 -2.514 -5.421 -2.072  0.112
Cl3 4.966 -6.975 -2.676  -0.188
C26 3.772 -5.643 -2.341  -0.167
Cl4 2.525 -5.846 -3.554  -0.145
H50 3.416 -5.826 -1.327  0.216
H51 4.252 -4.665 -2.347  0.281
Cl5 0.755 -1.687 -9.159  -0.152
C27 -1.012 -1.530 -8.750  -0.274
Cl6 -1.246 -1.543 -6.958  -0.119
H52 -1.368 -0.614 -9.221  0.278
H53 -1.578 -2.380 -9.131  0.268

Summary:
molecular weight	789.47	g/mol
highest occupied orbital energy	-8.9	eV
SMILES	Fc1ccccc1.CNC(C)=O.CNC(C)=O.CNC(C)=O.CNC(C)=O.CNC(C)=O.CNC(C)=O.ClCCl.ClCCl.ClCCl
max |F|	6.970	eV/A
orbital gap	8.97	eV


# 3
Entry from the OMol25 dataset: a 6-piece molecular cluster, C27H54BINO6 overall in a non-equilibrium geometry (wB97M-V/def2-TZVPD).

Last column: Mulliken charge in e.
Element x y z (Å)
C1 -3.505 -5.187 5.019  -0.317
C2 -4.259 -4.453 4.219  -0.323
C3 -4.985 -3.243 3.411  -0.267
C4 -4.305 -1.790 3.743  -0.400
C5 -3.959 -0.950 2.374  -0.778
B1 -2.561 -1.454 1.669  0.515
C6 -1.248 -0.489 2.038  -0.432
C7 -0.983 -0.340 3.615  0.118
O1 -1.801 0.086 4.481  -0.547
I1 1.053 -0.902 4.303  -0.111
C8 -2.623 -1.521 0.033  0.350
C9 -1.535 -2.232 -0.891  -0.482
C10 -1.545 -2.283 -2.449  -0.318
N1 -2.587 -1.631 -3.194  -0.462
C11 -3.605 -0.995 -2.409  -0.069
C12 -3.773 -0.843 -0.863  -0.259
H1 -2.758 -5.996 5.367  0.303
H2 -6.085 -3.187 3.745  0.337
H3 -4.977 -3.497 2.292  0.209
H4 -3.353 -2.018 4.350  0.227
H5 -5.050 -1.167 4.380  0.272
H6 -4.893 -1.032 1.692  0.188
H7 -3.779 0.144 2.722  0.207
H8 -2.340 -2.547 2.080  -0.171
H9 -1.446 0.518 1.508  0.235
H10 -0.341 -0.984 1.497  0.197
H11 -0.652 -2.756 -0.352  0.225
H12 -0.684 -2.829 -3.005  0.262
H13 -4.461 -0.503 -3.030  0.145
H14 -4.653 -0.268 -0.368  0.156
C13 6.819 -2.249 3.338  -1.185
C14 5.501 -1.660 2.861  0.302
C15 5.663 -0.209 2.439  -0.739
O2 4.538 -1.743 3.910  -0.455
H15 7.198 -1.704 4.209  0.208
H16 6.685 -3.289 3.650  0.336
H17 7.575 -2.215 2.549  0.362
H18 5.118 -2.247 2.021  0.242
H19 6.002 0.407 3.279  0.186
H20 4.706 0.205 2.109  0.240
H21 6.383 -0.115 1.624  0.197
H22 4.867 -1.226 4.659  0.324
C16 5.411 -0.150 -2.550  -1.413
C17 5.205 0.667 -1.285  0.552
C18 5.020 2.142 -1.602  -1.363
O3 6.334 0.505 -0.427  -0.481
H23 6.310 0.176 -3.085  0.347
H24 5.555 -1.207 -2.306  0.338
H25 4.553 -0.060 -3.222  0.387
H26 4.330 0.295 -0.745  0.286
H27 5.905 2.549 -2.104  0.343
H28 4.885 2.719 -0.683  0.324
H29 4.151 2.301 -2.246  0.387
H30 7.115 0.832 -0.897  0.288
C19 10.264 2.617 4.020  -1.401
C20 8.773 2.321 4.036  0.553
C21 7.978 3.509 4.553  -1.258
O4 8.524 1.188 4.865  -0.515
H31 10.631 2.830 5.029  0.350
H32 10.824 1.750 3.657  0.335
H33 10.490 3.473 3.378  0.367
H34 8.438 2.066 3.026  0.233
H35 8.265 3.753 5.582  0.326
H36 6.909 3.277 4.570  0.316
H37 8.135 4.392 3.928  0.373
H38 8.818 1.404 5.761  0.331
C22 -5.430 2.781 -3.829  -1.159
C23 -6.596 2.262 -3.003  1.027
C24 -7.382 3.403 -2.376  -1.499
O5 -6.104 1.406 -1.976  -0.484
H39 -4.730 3.346 -3.205  0.420
H40 -4.867 1.951 -4.264  0.222
H41 -5.778 3.430 -4.638  0.362
H42 -7.258 1.663 -3.636  -0.408
H43 -6.750 3.989 -1.702  0.378
H44 -8.210 3.015 -1.776  0.355
H45 -7.788 4.070 -3.142  0.377
H46 -5.517 1.926 -1.409  0.361
C25 -7.765 -0.312 -6.089  -1.165
C26 -6.403 -0.010 -6.695  0.410
C27 -6.088 -0.953 -7.846  -1.400
O6 -5.399 -0.136 -5.692  -0.423
H47 -7.796 -1.329 -5.685  0.312
H48 -7.974 0.365 -5.256  0.188
H49 -8.560 -0.208 -6.833  0.403
H50 -6.380 1.025 -7.051  0.294
H51 -6.060 -1.992 -7.503  0.353
H52 -5.102 -0.732 -8.264  0.339
H53 -6.833 -0.868 -8.642  0.386
H54 -5.411 -1.049 -5.370  0.318

Summary:
molecular weight	626.45	g/mol
net charge	-1
highest occupied orbital energy	-5.4	eV
max |F|	6.446	eV/A
orbital gap	7.32	eV